Formula: C19H38FNO8P3
Source: the OMol25 dataset
Level of theory: ωB97M-V/def2-TZVPD

Bonds (Å) are listed after each position.
Geometry (Å):
1 P 2.284 2.479 -2.423  O5 1.611, O7 1.610, O10 1.497, O11 1.610
2 P 3.368 0.087 3.907  O6 1.610, O8 1.497, O9 1.610, O12 1.611
3 P -4.044 -1.740 -0.832  C25 1.944, C26 1.948, C29 1.918, H34 1.452
4 F -6.269 -1.138 1.091  C15 1.481
5 O 2.323 2.615 -4.028  P1 1.611, C31 1.413
6 O 3.337 1.669 3.610  P2 1.610, C23 1.413
7 O 3.580 3.303 -1.939  P1 1.610, C21 1.413
8 O 4.060 -0.735 2.864  P2 1.497
9 O 3.995 -0.013 5.386  P2 1.610, C20 1.415
10 O 2.210 1.071 -1.920  P1 1.497
11 O 1.050 3.424 -2.001  P1 1.610, C24 1.415
12 O 1.818 -0.289 4.134  P2 1.611, C14 1.413
13 N -2.145 0.932 0.793  C17 1.377, H66 1.050
14 C 0.964 -0.206 3.011  O12 1.413, H59 1.093, H63 1.093, H65 1.094
15 C -6.929 -1.525 -0.177  F4 1.481, C22 1.672, C25 1.648, H49 1.193
16 C -0.447 -2.373 -2.695  C18 1.647, C27 1.639, H43 1.183
17 C -2.255 0.652 -0.552  N13 1.377, C29 1.639, H68 1.188
18 C 1.123 -2.054 -2.312  C16 1.647, C30 1.657, H53 1.177
19 C 3.157 -1.788 -0.392  C30 1.667, H36 1.192, H47 1.178, H56 1.179
20 C 5.402 -0.126 5.493  O9 1.415, H38 1.094, H42 1.092, H64 1.093
21 C 3.753 4.633 -2.382  O7 1.413, H60 1.093, H69 1.093, H70 1.094
22 C -8.000 -2.798 -0.001  C15 1.672, H41 1.171, H58 1.180, H67 1.194
23 C 2.683 2.526 4.523  O6 1.413, H40 1.093, H45 1.093, H57 1.094
24 C 0.494 3.234 -0.713  O11 1.415, H35 1.094, H52 1.092, H54 1.093
25 C -5.895 -1.978 -1.377  P3 1.944, C15 1.648, H33 1.173, H62 1.183
26 C -3.054 -3.051 -1.879  P3 1.948, C27 1.671, H37 1.183, H61 1.190
27 C -1.456 -2.784 -1.470  C16 1.639, C26 1.671, C32 1.640
28 C 0.532 -2.615 0.501  C30 1.662, C32 1.673, H55 1.171
29 C -3.600 0.070 -1.287  P3 1.918, C17 1.639, H39 1.192, H48 1.170
30 C 1.565 -2.162 -0.719  C18 1.657, C19 1.667, C28 1.662
31 C 3.374 1.955 -4.705  O5 1.413, H44 1.093, H46 1.094, H51 1.093
32 C -1.063 -2.938 0.114  C27 1.640, C28 1.673, H50 1.191
33 H -6.033 -3.102 -1.683  C25 1.173
34 H -3.853 -1.986 0.586  P3 1.452
35 H 1.137 2.622 -0.075  C24 1.094
36 H 3.268 -0.603 -0.329  C19 1.192
37 H -3.398 -4.159 -1.648  C26 1.183
38 H 5.905 0.111 4.551  C20 1.094
39 H -4.515 0.734 -0.909  C29 1.192
40 H 2.050 1.980 5.226  C23 1.093
41 H -8.702 -2.650 0.925  C22 1.171
42 H 5.653 -1.146 5.792  C20 1.092
43 H -0.780 -2.292 -3.827  C16 1.183
44 H 2.957 1.400 -5.549  C31 1.093
45 H 3.432 3.094 5.081  C23 1.093
46 H 3.911 1.261 -4.052  C31 1.094
47 H 3.846 -2.147 -1.277  C19 1.178
48 H -3.523 0.257 -2.439  C29 1.170
49 H -7.553 -0.578 -0.547  C15 1.193
50 H -1.832 -3.256 0.967  C32 1.191
51 H 4.074 2.705 -5.082  C31 1.093
52 H -0.480 2.751 -0.817  C24 1.092
53 H 1.868 -1.724 -3.161  C18 1.177
54 H 0.360 4.210 -0.242  C24 1.093
55 H 0.866 -2.679 1.621  C28 1.171
56 H 3.533 -2.274 0.613  C19 1.179
57 H 2.057 3.224 3.959  C23 1.094
58 H -7.338 -3.773 0.044  C22 1.180
59 H 0.362 -1.117 2.957  C14 1.093
60 H 3.093 4.883 -3.217  C21 1.093
61 H -3.202 -2.839 -3.041  C26 1.190
62 H -6.044 -1.219 -2.272  C25 1.183
63 H 0.300 0.652 3.137  C14 1.093
64 H 5.752 0.568 6.260  C20 1.093
65 H 1.523 -0.092 2.078  C14 1.094
66 H -3.056 0.697 1.259  N13 1.050
67 H -8.596 -2.823 -1.035  C22 1.194
68 H -1.302 0.893 -1.218  C17 1.188
69 H 3.556 5.316 -1.553  C21 1.093
70 H 4.789 4.761 -2.707  C21 1.094

HOMO level in eV: -10.8
Total charge: +1
Gap between HOMO and LUMO in eV: 8.01